1.
# C31H51BiN4O11P2Si4Te

C31H51BiN4O11P2Si4Te as an isolated structure at a distorted geometry (ωB97M-V with the def2-TZVPD basis set, OMol25).

Results
**Spin multiplicity**: 1
**HOMO energy (alpha / beta)**: -0.617 / 1.277 eV
**Lowest unoccupied orbital energy (alpha / beta)**: 3.72 / 3.72 eV
**Charge**: -2

Last column: Mulliken charge in e.
Cartesian coordinates (Å):
Bi  0.0000  0.0000  0.0000  4.263
O  -4.9070  -0.0621  2.1909  -0.761
C  -4.4443  -1.3327  2.4423  0.255
C  -5.3724  -2.2146  3.0039  -0.642
C  -4.9997  -3.5236  3.3029  -0.263
C  -3.7003  -3.9486  3.0371  -1.015
C  -2.7739  -3.0624  2.4743  -0.430
C  -3.1210  -1.7322  2.1625  0.313
C  -2.1292  -0.7324  1.5900  0.769
O  -1.0260  -1.2529  1.3445  -0.877
N  -2.5115  0.5060  1.4484  -1.086
N  -1.4065  1.2249  0.9980  0.946
C  -1.1032  2.1753  1.8176  -0.771
C  0.1466  2.9371  1.6651  0.578
C  0.1059  4.3262  1.8658  -0.348
C  1.2738  5.0695  1.7425  -0.862
C  2.4623  4.4152  1.4369  -0.745
C  2.4779  3.0213  1.2661  -0.699
C  1.3281  2.2174  1.3811  0.190
O  1.3526  0.9441  1.2626  -0.532
H  -4.1087  0.4038  1.8264  0.655
H  -6.3787  -1.8663  3.2087  0.396
H  -5.7173  -4.2061  3.7447  0.356
H  -3.3902  -4.9622  3.2683  0.397
H  -1.7575  -3.4016  2.2836  0.559
H  -1.7467  2.4352  2.6741  0.300
H  -0.8366  4.8088  2.0946  0.427
H  1.2568  6.1437  1.8784  0.349
H  3.3874  4.9699  1.3318  0.392
H  3.4199  2.5244  1.0391  0.414
C  0.1641  0.1379  -4.8522  -2.393
C  0.1448  -0.0706  -3.3589  2.175
O  0.1479  1.2116  -2.6760  -1.367
P  -1.2550  -1.0322  -2.6918  -1.112
O  -1.2816  -2.4278  -3.5011  -0.593
O  -2.6085  -0.3569  -3.2503  -0.585
O  -1.2671  -1.2087  -1.2087  0.082
P  1.5923  -1.0322  -2.6840  0.706
O  1.3682  -2.4873  -3.3747  -0.633
O  2.9160  -0.5429  -3.1955  -0.980
O  1.2849  -1.2265  -1.2265  -0.169
H  -0.7151  0.7036  -5.1762  0.586
H  0.1742  -0.8172  -5.3845  0.442
H  1.0484  0.7088  -5.1525  0.469
H  0.4111  0.9646  -1.7589  -3.389
H  -0.3595  -2.7951  -3.5124  0.426
H  -3.3709  -0.7776  -2.8154  0.157
H  2.1389  -3.0061  -3.0639  0.330
C  -2.7539  4.9708  -5.9285  -1.042
Si  -1.7685  4.0241  -4.6580  0.396
C  -0.5309  5.1824  -3.8806  -1.083
C  -0.7818  2.6939  -5.5233  -0.309
Si  -3.1050  3.1103  -3.0849  0.397
Te  -1.6673  1.6673  -1.6673  -1.024
Si  -4.0027  4.6755  -1.7283  1.037
C  -5.1617  3.8929  -0.4950  -0.785
C  -2.6634  5.5209  -0.7376  -0.535
C  -4.9444  5.9626  -2.6974  -1.078
Si  -4.6832  1.7746  -3.9915  1.320
C  -5.5306  0.7763  -2.6590  -0.775
C  -3.9140  0.5473  -5.1663  -0.848
C  -5.9666  2.7621  -4.9186  -1.119
H  -2.0599  5.4109  -6.6740  0.352
H  -3.3230  5.7833  -5.4369  0.204
H  -3.4518  4.2836  -6.4441  0.204
H  0.1556  5.5608  -4.6653  0.400
H  0.0533  4.6413  -3.1080  0.307
H  -1.0585  6.0433  -3.4309  0.181
H  -0.1036  3.1676  -6.2617  0.479
H  -1.4516  1.9958  -6.0546  0.441
H  -0.1806  2.1353  -4.7776  -0.707
H  -4.6253  3.1099  0.0787  0.045
H  -6.0280  3.4554  -1.0247  0.211
H  -5.5322  4.6731  0.2012  0.394
H  -2.1082  4.7648  -0.1460  -0.209
H  -3.1297  6.2553  -0.0493  0.438
H  -1.9636  6.0542  -1.4037  0.216
H  -5.7620  5.4824  -3.2688  0.239
H  -4.2553  6.4806  -3.3922  0.188
H  -5.3766  6.7038  -1.9944  0.347
H  -4.7771  0.1732  -2.1125  -0.124
H  -6.2717  0.0984  -3.1297  0.371
H  -6.0570  1.4389  -1.9506  0.282
H  -3.1334  -0.0375  -4.6374  0.231
H  -3.4752  1.0830  -6.0283  0.234
H  -4.7003  -0.1389  -5.5417  0.418
H  -6.4775  3.4539  -4.2211  0.193
H  -6.7145  2.0686  -5.3551  0.338
H  -5.4856  3.3382  -5.7322  0.239
N  5.4439  -1.4206  0.3750  -0.284
C  4.9431  -2.1463  1.4195  0.291
O  5.6966  -2.8383  2.0955  -0.785
C  3.4911  -2.0828  1.7168  0.489
C  2.9855  -2.8280  2.7871  -1.104
C  1.6247  -2.7834  3.0845  -0.890
C  0.8073  -1.9900  2.2973  -1.031
N  1.2559  -1.2559  1.2559  0.178
C  2.5866  -1.3200  0.9908  -0.009
H  6.4408  -1.4973  0.2126  0.207
H  4.9189  -0.8221  -0.2425  0.213
H  3.6496  -3.4438  3.3903  0.334
H  1.2152  -3.3545  3.9104  0.465
H  -0.2601  -1.9216  2.4886  0.821
H  2.8836  -0.7105  0.1458  -0.131
H  1.0773  1.0773  -1.0773  2.092



2.
# C6H6BrNO2

The molecule C6H6BrNO2 at a distorted geometry (ωB97M-V with the def2-TZVPD basis set, OMol25).

Results
**Energy relative to the best compared isomer or geometry (same formula, charge and spin)**: 84.30 kcal/mol
**Spin multiplicity**: 1
**HOMO energy**: -8.889 eV
**Lowest unoccupied orbital energy**: 0.52 eV
**SMILES**: CO/N=C/C=C\OC#CBr

Last column: Mulliken charge in e.
Cartesian coordinates (Å):
C  0.2756  2.6666  0.7482  -0.752
O  0.6534  1.8342  -0.4003  -0.204
N  0.7270  0.4948  -0.1184  -0.317
C  1.0912  -0.3562  -0.9945  -0.167
C  1.1669  -1.7576  -0.6826  -0.475
C  0.4120  -2.5174  0.1080  -0.191
O  -0.6755  -2.0600  0.8561  -0.406
C  -1.4876  -1.1408  0.3750  0.509
C  -2.5543  -0.6916  0.0128  -0.337
Br  -3.8656  0.6069  -0.1874  -0.079
H  1.0688  2.9190  1.3484  0.353
H  -0.5191  2.3405  1.2363  0.305
H  0.1039  3.5621  0.3341  0.362
H  1.3165  0.0466  -1.9231  0.554
H  1.8407  -2.4543  -1.0822  0.306
H  0.4461  -3.4928  0.3695  0.539



3.
# C5H27N2O6

A 7-piece molecular cluster, C5H27N2O6 overall at a distorted geometry (ωB97M-V with the def2-TZVPD basis set, OMol25).

Results
**Energy relative to the best compared isomer or geometry (same formula, charge and spin)**: 43.72 kcal/mol
**Spin multiplicity**: 1
**HOMO energy**: -11.377 eV
**Lowest unoccupied orbital energy**: -2.58 eV
**Charge**: +1

Last column: Mulliken charge in e.
Cartesian coordinates (Å):
C  -0.0326  -1.9996  -1.4785  -0.751
C  -1.0761  -0.9777  -1.8070  -0.821
C  -1.2505  0.1756  -0.8103  -0.046
C  -0.1369  1.2416  -0.9433  -0.546
N  -0.6047  2.4227  -1.6916  -0.485
C  -0.0586  2.4908  -3.0429  -0.964
N  0.0946  -2.4961  -0.0659  0.036
H  0.9597  -1.6288  -1.7080  0.338
H  -0.2413  -2.9054  -2.0526  0.455
H  -1.0742  -0.4703  -2.7660  0.424
H  -2.1184  -1.4322  -1.7135  0.286
H  -1.1773  -0.1413  0.2511  0.087
H  -2.1914  0.7551  -0.9270  0.576
H  0.8158  0.8208  -1.2993  0.398
H  0.1976  1.7829  -0.0395  -0.036
H  -1.6224  2.5298  -1.6259  0.314
H  0.7214  3.2770  -3.1695  0.305
H  -0.9363  2.8174  -3.6648  0.293
H  0.5245  1.6808  -3.4223  0.316
H  -0.8597  -2.6368  0.3549  0.478
H  0.4931  -1.7425  0.5710  -0.008
H  0.7673  -3.2503  -0.1900  0.403
H  2.2393  0.0815  1.7598  0.192
H  0.9288  0.6131  1.3955  0.333
O  1.3692  -0.2523  1.5027  -0.476
H  -1.2376  3.3413  0.2648  0.382
H  -2.0115  4.0074  1.3618  0.309
O  -1.4698  3.2238  1.2070  -0.643
H  0.8869  -2.4996  3.6942  0.262
H  0.6299  -1.1068  3.1030  0.315
O  0.5377  -2.0520  2.9143  -0.667
H  1.6949  2.9278  2.7944  0.263
H  0.2404  2.7786  2.2210  0.305
O  1.1437  2.4431  2.1757  -0.631
H  3.1613  -2.3447  0.9504  0.273
H  3.4521  -2.3744  -0.6316  0.297
O  2.8339  -2.5845  0.0750  -0.576
H  -2.6501  -1.9646  2.1675  0.318
H  -1.0855  -2.1363  2.4202  0.401
O  -1.8571  -2.4148  1.8653  -0.712



Number 1: electronic energy -4581.7040 Ha, molar mass 1166.638 u. Number 2: electronic energy -3011.2227 Ha, molar mass 204.023 u. Number 3: electronic energy -767.4002 Ha, molar mass 211.279 u.